ORCA calculation (the ωB97M-V functional and the def2-TZVPD basis) on C35H46BrClIN6O6P2S2 as an isolated structure in a non-equilibrium geometry.

Calculated values
- Maximum force: 1.89 eV/Å
- HOMO-LUMO gap: 7.14 eV
- E_tot: -6952.0615 hartree
- HOMO level: -0.3984 Ha

Geometry as ORCA input:
```
! wB97M-V def2-TZVPD RIJCOSX def2/J DEFGRID3
* xyz 1 1
C 0.531 -2.517 6.038
C 1.925 -2.227 5.434
C 1.851 -1.483 4.088
C 2.947 -1.909 3.080
C 4.175 -0.985 3.132
N 2.460 -2.260 1.727
C 3.173 -3.136 0.932
N 3.256 -4.425 1.206
Br 4.186 -5.541 0.038
P 2.573 -5.434 2.538
C 1.088 -4.618 3.229
O 3.728 -5.212 3.691
N 3.627 -2.468 -0.160
C 4.977 -2.646 -0.722
C 6.115 -2.833 0.309
C 7.172 -1.731 0.227
C 7.955 -1.745 -1.074
C 9.215 -0.898 -1.034
N 8.881 0.518 -0.898
C 2.921 -1.214 -0.304
Cl 2.309 -1.070 -1.981
I 4.179 0.570 -0.174
C 1.758 -1.400 0.767
C 0.700 -2.353 0.078
C -0.637 -1.762 -0.413
C -1.801 -2.182 0.528
S -3.229 -1.138 0.214
C -3.589 -0.392 1.754
S -3.144 -1.000 3.202
N -4.334 0.755 1.626
C -4.264 1.730 0.632
C -5.208 2.655 0.943
N -5.883 2.299 2.108
C -5.345 1.181 2.486
P 1.024 0.199 1.241
O 0.792 1.044 0.069
O -0.354 -0.138 1.964
O 1.925 0.965 2.315
H 0.341 -3.582 6.146
H 0.460 -2.109 7.041
H -0.269 -2.088 5.442
H 2.500 -3.148 5.364
H 2.440 -1.610 6.164
H 2.087 -0.455 4.342
H 0.857 -1.532 3.654
H 3.335 -2.838 3.493
H 4.785 -1.087 2.242
H 4.799 -1.328 3.957
H 3.919 0.044 3.356
H 1.214 -4.553 4.305
H 0.282 -5.332 3.075
H 0.772 -3.677 2.796
H 3.278 -5.306 4.542
H 5.234 -1.852 -1.410
H 4.966 -3.531 -1.345
H 6.642 -3.750 0.051
H 5.762 -2.963 1.332
H 6.757 -0.751 0.445
H 7.875 -1.935 1.041
H 8.180 -2.761 -1.405
H 7.327 -1.312 -1.855
H 9.694 -1.014 -2.005
H 9.936 -1.255 -0.297
H 9.425 1.105 -1.506
H 8.928 0.847 0.053
H 0.446 -3.093 0.834
H 1.144 -2.908 -0.739
H -0.869 -2.250 -1.358
H -0.632 -0.701 -0.635
H -1.504 -2.161 1.569
H -2.064 -3.197 0.246
H -3.593 1.745 -0.203
H -5.427 3.536 0.369
H -5.563 0.549 3.329
H -0.545 0.496 2.668
H 1.590 1.875 2.329
C -8.155 7.736 -6.795
C -6.866 8.195 -6.545
C -5.968 7.403 -5.851
C -6.358 6.151 -5.393
C -7.659 5.699 -5.626
C -8.551 6.491 -6.336
C -8.114 4.379 -5.106
O -9.241 3.980 -5.310
C -7.147 3.560 -4.319
C -7.565 2.351 -3.778
C -6.677 1.573 -3.056
C -5.364 1.997 -2.879
C -4.943 3.203 -3.411
C -5.835 3.993 -4.125
C -5.373 5.305 -4.664
O -4.228 5.672 -4.505
H -8.853 8.353 -7.344
H -6.563 9.173 -6.895
H -4.964 7.754 -5.659
H -9.553 6.132 -6.523
H -8.586 2.025 -3.922
H -7.005 0.634 -2.630
H -4.669 1.384 -2.320
H -3.925 3.539 -3.272
*
```

Results of the Löwdin charge analysis, in e, for atoms 1 through 99: C -0.082; C -0.225; C -0.157; C -0.295; C -0.038; N -0.003; C -0.396; N -0.516; Br 0.925; P 0.876; C -0.219; O -0.297; N -0.069; C -0.221; C -0.203; C -0.242; C -0.217; C -0.285; N 0.006; C -1.021; Cl 0.693; I 1.081; C -0.373; C -0.160; C -0.258; C -0.486; S 0.987; C -1.061; S 0.711; N -0.160; C -0.097; C -0.114; N 0.089; C -0.158; P 0.438; O -0.265; O -0.141; O -0.152; H 0.063; H 0.073; H 0.066; H 0.078; H 0.109; H 0.101; H 0.089; H 0.100; H 0.022; H 0.097; H 0.068; H 0.027; H 0.051; H 0.028; H 0.054; H 0.079; H 0.060; H 0.093; H 0.100; H 0.041; H 0.120; H 0.118; H 0.108; H 0.111; H 0.111; H 0.065; H 0.065; H 0.099; H 0.092; H 0.113; H 0.078; H 0.013; H 0.084; H 0.098; H 0.104; H 0.111; H 0.096; H 0.115; C -0.052; C -0.053; C -0.002; C -0.084; C -0.083; C 0.000; C -0.276; O 0.112; C -0.079; C 0.002; C -0.053; C -0.069; C -0.005; C -0.081; C -0.277; O 0.105; H 0.109; H 0.109; H 0.121; H 0.122; H 0.122; H 0.108; H 0.087